# 1
Density functional theory data (ωB97M-V/def2-TZVPD) for C5H5N as an isolated structure in a non-equilibrium geometry.

## Properties
relative energy (zero: lowest compared OMol25 entry of this formula, charge and spin)	6.597	eV
net charge	0

Last column: natural (NBO) charge in e.
CARTESIAN COORDINATES (ANGSTROEM)
C -0.3912 -0.8446 0.2470  -0.32
C -0.4002 0.3735 1.1531  -0.27
C -0.8190 -0.1100 -0.9498  -0.04
N 0.3917 0.7433 -0.9543  -0.45
C 0.9023 -0.5342 -0.4908  -0.04
C 0.4587 1.1477 0.4290  -0.03
H -0.7404 -1.8392 0.5259  0.24
H -0.8055 0.4731 2.1509  0.23
H -1.3932 -0.3706 -1.8349  0.23
H 1.7534 -1.0661 -0.9175  0.23
H 1.0434 2.0272 0.6413  0.22

---

# 2
Density functional theory data (ωB97M-V/def2-TZVPD) for one molecule with the formula C5H5N in a non-equilibrium geometry.

## Properties
relative energy (zero: lowest compared OMol25 entry of this formula, charge and spin)	4.267	eV
net charge	0

Last column: natural (NBO) charge in e.
CARTESIAN COORDINATES (ANGSTROEM)
C -1.0648 -0.8946 0.2831  -0.60
C -0.6358 0.5425 -0.0163  -0.42
C 0.7291 0.6698 -0.6153  -0.27
C 1.5584 1.0022 -1.5560  0.18
C 2.0289 0.3144 0.0088  0.19
N 2.9321 -0.0213 0.6668  -0.21
H -0.4835 -1.3279 1.1025  0.22
H -0.9532 -1.5345 -0.5968  0.22
H -2.1195 -0.9010 0.5763  0.22
H -0.6779 1.1531 0.8917  0.24
H -1.3138 0.9972 -0.7448  0.24

---

# 3
Density functional theory data (ωB97M-V/def2-TZVPD) for one molecule with the formula C5H5N in a non-equilibrium geometry.

## Properties
relative energy (zero: lowest compared OMol25 entry of this formula, charge and spin)	6.247	eV
SMILES	C=CN1C2=C[C@@H]21
net charge	0

Last column: natural (NBO) charge in e.
CARTESIAN COORDINATES (ANGSTROEM)
C 0.8150 -0.8573 1.6230  -0.47
C 0.4999 0.3773 1.1321  0.03
N 0.0430 0.6305 -0.1543  -0.46
C -0.7829 1.4159 -1.0124  0.15
C -1.4826 0.3832 -1.5824  -0.37
C -0.2215 -0.2731 -1.1516  0.12
H 1.0878 -0.9615 2.6074  0.20
H 0.5089 -1.7661 1.1664  0.19
H 0.7686 1.1974 1.7627  0.21
H -1.8320 0.4025 -2.5611  0.21
H 0.5958 -0.5486 -1.8297  0.20

---

# 4
Density functional theory data (ωB97M-V/def2-TZVPD) for C5H5N as an isolated structure in a non-equilibrium geometry.

## Properties
relative energy (zero: lowest compared OMol25 entry of this formula, charge and spin)	9.120	eV
net charge	0

Last column: natural (NBO) charge in e.
CARTESIAN COORDINATES (ANGSTROEM)
C -3.4668 -1.1871 0.5137  0.18
C -2.7089 -0.4353 0.0296  -0.38
C -0.7517 1.9394 -0.3526  0.24
C 0.2313 -0.2182 0.4698  -0.63
C -0.6200 0.5368 -0.5081  -0.29
N -0.8256 3.0266 0.0370  -0.25
H 0.5888 -1.2291 0.1870  0.24
H -0.3239 -0.2883 1.4369  0.24
H 1.2726 0.3074 0.6177  0.25
H -1.7162 -0.0028 -0.3718  0.16
H -0.2818 0.3596 -1.5498  0.26

---

# 5
Density functional theory data (ωB97M-V/def2-TZVPD) for one molecule with the formula C5H5N in a non-equilibrium geometry.

## Properties
relative energy (zero: lowest compared OMol25 entry of this formula, charge and spin)	2.892	eV
SMILES	CC#CCC#N
net charge	0

Last column: natural (NBO) charge in e.
CARTESIAN COORDINATES (ANGSTROEM)
C -0.0042 -0.6159 -2.0371  -0.68
C -0.5060 0.3333 -1.0496  0.06
C -0.4826 0.8177 0.0539  -0.03
C 0.2517 0.7305 1.3258  -0.56
C -0.4988 0.1118 2.4219  0.29
N -1.0500 -0.4409 3.2745  -0.31
H -0.7464 -1.3387 -2.3734  0.24
H 0.7576 -1.1540 -1.4544  0.23
H 0.4967 -0.1457 -2.8848  0.24
H 1.0680 0.0349 1.0833  0.26
H 0.7140 1.6671 1.6400  0.27

---

# 6
Density functional theory data (ωB97M-V/def2-TZVPD) for one molecule with the formula C5H5N in a non-equilibrium geometry.

## Properties
relative energy (zero: lowest compared OMol25 entry of this formula, charge and spin)	5.876	eV
net charge	0

Last column: natural (NBO) charge in e.
CARTESIAN COORDINATES (ANGSTROEM)
C 3.2249 -0.1726 -0.9634  0.10
C 2.4302 -0.9146 -0.3913  -0.42
C -0.0474 -0.6091 -0.1682  0.22
C 1.1650 -1.3611 -0.5019  0.02
C 0.2044 0.7682 0.3758  -0.68
N -1.1223 -1.3065 -0.3584  -0.53
H 0.8295 -2.3139 -1.0542  0.24
H 0.4590 0.5847 1.3989  0.24
H -0.7470 1.4761 0.1808  0.22
H 0.9755 1.3288 0.0359  0.25
H -1.9218 -0.8337 -0.1239  0.34

---

# 7
Density functional theory data (ωB97M-V/def2-TZVPD) for one molecule with the formula C5H5N in a non-equilibrium geometry.

## Properties
relative energy (zero: lowest compared OMol25 entry of this formula, charge and spin)	4.329	eV
net charge	0

Last column: natural (NBO) charge in e.
CARTESIAN COORDINATES (ANGSTROEM)
C -1.1926 -0.4690 -0.4752  -0.61
C -0.2018 0.2182 0.4922  -0.13
C 1.1997 -0.1627 0.1963  -0.04
C 2.3199 -0.5726 0.0139  -0.20
C -0.2090 2.1838 -0.2894  0.34
N -0.4646 1.7828 0.8109  -0.54
H -1.1936 -1.5506 -0.2666  0.23
H -2.2015 -0.0974 -0.2917  0.23
H -0.9501 -0.3414 -1.5365  0.23
H -0.4326 -0.0823 1.4962  0.25
H 3.3263 -0.9089 -0.1504  0.25

---

# 8
Density functional theory data (ωB97M-V/def2-TZVPD) for one molecule with the formula C5H5N in a non-equilibrium geometry.

## Properties
relative energy (zero: lowest compared OMol25 entry of this formula, charge and spin)	2.852	eV
SMILES	C#C[C@H](C)C#N
net charge	0

Last column: natural (NBO) charge in e.
CARTESIAN COORDINATES (ANGSTROEM)
C 0.1278 1.2246 2.0894  -0.22
C -0.0940 0.5346 1.1347  -0.01
C 0.1132 -0.3500 -0.0060  -0.40
C -0.0461 0.2980 -1.4156  -0.58
C -0.5793 -1.6622 0.0785  0.29
N -1.0431 -2.7220 0.1221  -0.30
H 0.5995 1.6982 2.9122  0.24
H 1.1309 -0.4231 0.3810  0.30
H 0.6308 1.1516 -1.4560  0.22
H 0.2211 -0.4176 -2.2019  0.23
H -1.0608 0.6680 -1.6384  0.23

---

# 9
Density functional theory data (ωB97M-V/def2-TZVPD) for one molecule with the formula C5H5N in a non-equilibrium geometry.

## Properties
relative energy (zero: lowest compared OMol25 entry of this formula, charge and spin)	3.635	eV
SMILES	C1=CCC=CN=1
net charge	0

Last column: natural (NBO) charge in e.
CARTESIAN COORDINATES (ANGSTROEM)
C 0.1470 1.2008 1.0416  0.40
C 0.8891 0.1022 1.1826  -0.39
C 0.2248 -0.9386 0.3047  -0.46
C -0.2475 -0.3052 -1.0057  -0.21
C -0.6255 0.9804 -1.0151  -0.04
N -0.7367 1.6144 0.2732  -0.44
H 1.6368 -0.1709 1.9026  0.24
H 0.8352 -1.8381 0.1419  0.24
H -0.6349 -1.1960 0.9176  0.22
H -0.4016 -0.9294 -1.8870  0.23
H -1.0866 1.4803 -1.8562  0.21

---

# 10
Density functional theory data (ωB97M-V/def2-TZVPD) for one molecule with the formula C5H5N.

## Properties
relative energy (zero: lowest compared OMol25 entry of this formula, charge and spin)	0.287	eV
SMILES	c1ccncc1
net charge	0

Last column: natural (NBO) charge in e.
CARTESIAN COORDINATES (ANGSTROEM)
C 1.1799 0.0669 0.0747  -0.18
C 0.5154 0.6119 -1.0186  -0.27
C -0.8537 0.3713 -1.1097  0.04
N -1.5923 -0.0142 -0.0697  -0.42
C -0.9488 -0.3998 1.0307  0.04
C 0.4346 -0.5523 1.0726  -0.27
H 2.2644 0.0995 0.1345  0.22
H 1.0388 1.1689 -1.7914  0.22
H -1.3712 0.4207 -2.0647  0.19
H -1.5665 -0.6076 1.9038  0.19
H 0.8993 -1.1653 1.8377  0.22

---

# 11
Density functional theory data (ωB97M-V/def2-TZVPD) for C5H5N as an isolated structure in a non-equilibrium geometry.

## Properties
relative energy (zero: lowest compared OMol25 entry of this formula, charge and spin)	6.164	eV
net charge	0

Last column: natural (NBO) charge in e.
CARTESIAN COORDINATES (ANGSTROEM)
C -0.7134 -1.1544 -0.0004  -0.13
C 2.4652 0.4211 0.0870  0.15
C 0.3793 -0.3287 -0.1451  0.05
C -1.6007 0.0856 -0.0263  -0.46
C -0.3377 0.8402 -0.1812  -0.16
N 1.7245 -0.5169 -0.1762  -0.43
H -0.9953 -2.0900 0.3516  0.20
H 3.4414 0.6268 -0.1024  0.16
H -2.2297 0.2439 -0.9161  0.21
H -2.1960 0.1025 1.0076  0.20
H 0.0623 1.7699 0.1015  0.20

---

# 12
Density functional theory data (ωB97M-V/def2-TZVPD) for C5H5N as an isolated structure in a non-equilibrium geometry.

## Properties
relative energy (zero: lowest compared OMol25 entry of this formula, charge and spin)	4.829	eV
net charge	0

Last column: natural (NBO) charge in e.
CARTESIAN COORDINATES (ANGSTROEM)
C 0.7357 0.2544 0.6266  -0.33
C -0.6622 -0.2042 1.0476  -0.24
C 0.8582 -0.8072 -0.4208  0.12
N 0.3332 -0.2390 -1.4557  -0.40
C 0.0416 0.9591 -0.5846  -0.12
C -1.2108 0.3192 -0.0759  -0.11
H 1.5616 0.5844 1.2771  0.24
H -0.8096 -1.1818 1.5207  0.21
H 1.0971 -1.8566 -0.2680  0.19
H 0.1455 1.9862 -0.9669  0.23
H -2.0902 0.1856 -0.7002  0.22

---

# 13
Density functional theory data (ωB97M-V/def2-TZVPD) for one molecule with the formula C5H5N in a non-equilibrium geometry.

## Properties
relative energy (zero: lowest compared OMol25 entry of this formula, charge and spin)	3.076	eV
SMILES	C#C[C@H](C)C#N
net charge	0

Last column: natural (NBO) charge in e.
CARTESIAN COORDINATES (ANGSTROEM)
C 2.3393 -0.5887 0.0014  -0.21
C 1.2101 -0.2305 0.2017  -0.01
C -0.1724 0.1735 0.4098  -0.35
C -1.1897 -0.5408 -0.4728  -0.58
C -0.2292 1.6525 0.0136  0.24
N -0.5502 2.5948 0.6077  -0.25
H 3.3388 -0.9092 -0.1798  0.24
H -0.4361 -0.0192 1.4887  0.26
H -1.1472 -1.6096 -0.2858  0.22
H -2.2023 -0.1764 -0.2584  0.22
H -0.9612 -0.3465 -1.5259  0.22

---

# 14
Density functional theory data (ωB97M-V/def2-TZVPD) for one molecule with the formula C5H5N in a non-equilibrium geometry.

## Properties
relative energy (zero: lowest compared OMol25 entry of this formula, charge and spin)	6.188	eV
SMILES	C#CN1C=C1C
net charge	0

Last column: natural (NBO) charge in e.
CARTESIAN COORDINATES (ANGSTROEM)
C 2.4604 0.9215 0.1182  -0.34
C 1.6563 0.1266 -0.2633  0.14
N 0.7211 -0.8087 -0.4843  -0.49
C 0.2312 -1.2369 0.7556  -0.03
C -0.6775 -0.5350 0.1150  0.17
C -1.8520 0.3073 -0.4357  -0.65
H 3.3463 1.5104 0.2504  0.24
H 0.5936 -1.7925 1.6522  0.24
H -1.7310 1.3092 0.0124  0.25
H -2.9096 -0.1687 -0.2753  0.24
H -1.8387 0.3669 -1.4452  0.23

---

# 15
Density functional theory data (ωB97M-V/def2-TZVPD) for one molecule with the formula C5H5N in a non-equilibrium geometry.

## Properties
relative energy (zero: lowest compared OMol25 entry of this formula, charge and spin)	3.816	eV
SMILES	[H]/N=C(\C#C)C=C
net charge	0

Last column: natural (NBO) charge in e.
CARTESIAN COORDINATES (ANGSTROEM)
H 0.3247 0.5466 -2.5389  0.35
N 0.8044 0.8280 -1.6856  -0.55
C 0.5145 0.1358 -0.6673  0.18
C -0.6217 -0.7849 -0.5294  -0.08
C -1.3583 -1.7279 -0.7127  -0.19
C 0.9721 0.4485 0.6868  -0.22
C -0.0014 0.8067 1.5463  -0.35
H -1.9257 -2.5841 -0.9474  0.24
H 1.9474 0.0958 0.9933  0.22
H -0.8423 1.4133 1.2440  0.21
H 0.1865 0.8222 2.6109  0.20

---

# 16
Density functional theory data (ωB97M-V/def2-TZVPD) for one molecule with the formula C5H5N in a non-equilibrium geometry.

## Properties
relative energy (zero: lowest compared OMol25 entry of this formula, charge and spin)	1.507	eV
2S+1	3
net charge	0

Last column: natural (NBO) charge in e.
CARTESIAN COORDINATES (ANGSTROEM)
C -0.1298 -0.5061 0.1038  -0.15
C 1.0689 0.1704 0.2051  -0.02
C 2.0826 0.8748 -0.0904  0.31
C -1.4533 -0.0107 -0.4103  -0.39
C -1.4741 -1.2729 0.4797  -0.37
N 2.9829 1.7104 -0.2009  -0.66
H -1.7246 1.0053 -0.2431  0.22
H -1.8090 -0.2322 -1.4058  0.20
H -1.7130 -2.0826 -0.1771  0.23
H -1.7157 -1.1347 1.5197  0.23
H 3.8852 1.4783 0.2193  0.40

---

# 17
Density functional theory data (ωB97M-V/def2-TZVPD) for one molecule with the formula C5H5N2OPS in a non-equilibrium geometry.

## Properties
relative energy (zero: lowest compared OMol25 entry of this formula, charge and spin)	0.775	eV
SMILES	N#Cc1ccc(PON)s1
net charge	0

Last column: natural (NBO) charge in e.
CARTESIAN COORDINATES (ANGSTROEM)
N -2.9098 2.3593 -3.1495  -0.28
C -2.1963 1.6997 -2.5006  0.25
C -1.4717 1.0170 -1.5366  -0.36
C -1.8828 0.2797 -0.4897  -0.17
C -0.7524 -0.0730 0.3958  -0.26
C 0.3720 0.5437 0.0295  -0.53
P 2.0155 0.5297 1.0013  0.91
O 1.9786 -0.9906 1.6395  -0.68
N 2.5028 -2.0285 0.8459  -0.53
S 0.2387 1.3380 -1.4861  0.51
H -2.9233 0.0577 -0.1555  0.24
H -1.0158 -0.6647 1.2916  0.24
H 1.4638 1.0783 2.2266  -0.05
H 1.5573 -2.3818 0.5480  0.35
H 3.0234 -2.7646 1.3398  0.36

---

# 18
Density functional theory data (ωB97M-V/def2-TZVPD) for an isolated ion of composition C5H5N2OS and charge -1 in a non-equilibrium geometry.

## Properties
relative energy (zero: lowest compared OMol25 entry of this formula, charge and spin)	2.139	eV
SMILES	[S-]c1cnn2c1OCC2
net charge	-1

Last column: natural (NBO) charge in e.
CARTESIAN COORDINATES (ANGSTROEM)
S 1.7075 -2.9064 1.1061  -0.59
C 0.4456 -1.8593 0.5783  -0.29
C -0.9905 -2.0690 0.4848  -0.09
N -1.5897 -0.9111 0.0545  -0.33
N -0.6331 0.0014 0.0017  -0.22
C 0.5982 -0.4553 0.3386  0.37
O 1.5123 0.5388 0.1262  -0.48
C 0.8294 1.5685 -0.5334  -0.04
C -0.7143 1.3467 -0.3201  -0.23
H -1.3615 -3.0398 0.6321  0.20
H 1.2301 1.5110 -1.4953  0.17
H 1.1479 2.6715 -0.0934  0.15
H -1.0455 2.1888 0.4277  0.18
H -1.1365 1.4141 -1.3078  0.20

---

# 19
Density functional theory data (ωB97M-V/def2-TZVPD) for one molecule with the formula C5H5N3 in a non-equilibrium geometry.

## Properties
relative energy (zero: lowest compared OMol25 entry of this formula, charge and spin)	0.605	eV
SMILES	c1cc2[nH]ncn2c1
net charge	0

Last column: natural (NBO) charge in e.
CARTESIAN COORDINATES (ANGSTROEM)
C 1.8863 0.0406 -0.0423  -0.25
C 1.0692 1.1968 -0.0274  -0.38
C -0.2072 0.7142 -0.0150  0.29
N -1.6535 1.0499 -0.0549  -0.40
N -2.3355 -0.1042 0.0325  -0.23
C -1.5023 -1.0885 0.0036  0.15
N -0.1989 -0.6591 -0.0335  -0.35
C 1.0937 -1.0812 -0.0464  -0.11
H 2.9579 0.0497 -0.0488  0.22
H 1.3949 2.2140 -0.0094  0.23
H -2.0619 1.8988 0.2897  0.41
H -1.8028 -2.1140 0.0117  0.21
H 1.3602 -2.1170 -0.0598  0.22